# 1
ORCA calculation (the ωB97M-V functional and the def2-TZVPD basis) on a structure of composition C17H16AgN3.

The value obtained for the frontier orbital gap is 7.050 eV. The molecular weight is 370.204 g mol⁻¹. The value obtained for the lowest unoccupied orbital energy is 0.18 eV. The HOMO energy is -0.2524 hartree.

Structure (ORCA input):
```
! RIJCOSX wB97M-V def2-TZVPD def2/J DEFGRID3
* xyz 0 1
Ag -0.663 0.261 0.235
C 1.898 1.633 -1.369
N 0.512 1.750 -0.947
C -0.185 2.766 -1.316
C -1.540 2.925 -0.947
C -2.424 3.973 -1.242
C -3.638 3.624 -0.658
C -3.427 2.380 -0.045
N -2.170 1.954 -0.214
C 2.225 0.185 -1.629
C 2.099 -0.364 -2.899
C 2.329 -1.717 -3.112
C 2.688 -2.537 -2.053
C 2.820 -1.998 -0.780
C 2.587 -0.646 -0.572
H 2.553 2.006 -0.573
H 2.091 2.234 -2.265
H 0.271 3.543 -1.937
H -2.193 4.867 -1.802
H -4.559 4.184 -0.670
H -4.147 1.784 0.498
H 1.811 0.273 -3.727
H 2.227 -2.130 -4.107
H 2.872 -3.591 -2.219
H 3.118 -2.629 0.048
H 2.693 -0.223 0.422
C -0.937 -2.991 3.986
C -0.177 -3.272 2.861
C -0.153 -2.352 1.829
N -0.837 -1.203 1.869
C -1.572 -0.940 2.952
C -1.648 -1.803 4.031
H -0.976 -3.688 4.813
H 0.392 -4.187 2.780
H 0.433 -2.526 0.935
H -2.115 -0.004 2.940
H -2.255 -1.543 4.886
*
```


# 2
ORCA calculation (the ωB97M-V functional and the def2-TZVPD basis) on a structure of composition C17H16AuBrN2O4Si.

The value obtained for the frontier orbital gap (spin up / spin down) is 8.306 / 5.141 eV. The expectation value of S² is 2.011. The molecular weight is 617.282 g mol⁻¹. The value obtained for the lowest unoccupied orbital energy (spin up / spin down) is -0.88 / -4.16 eV. The HOMO energy (spin up / spin down) is -0.3374 / -0.3418 hartree.

Structure (ORCA input):
```
! RIJCOSX wB97M-V def2-TZVPD def2/J DEFGRID3
* xyz 0 3
Au -1.249 -0.276 -0.126
O -2.041 -6.571 2.933
C -2.090 -6.520 1.736
O -2.190 -7.229 0.769
C -1.965 -4.922 1.211
C -2.040 -4.646 -0.140
C -1.905 -3.322 -0.532
N -1.704 -2.356 0.354
C -1.628 -2.641 1.640
C -1.757 -3.932 2.138
C -1.367 -1.475 2.661
O -1.166 -1.806 3.807
O -1.398 -0.332 2.158
H -2.179 -5.431 -0.867
H -1.943 -3.033 -1.574
H -1.680 -4.097 3.203
Br 4.451 1.502 -0.323
C 3.348 -0.031 -0.264
C 3.894 -1.301 -0.140
C 3.025 -2.380 -0.114
C 1.663 -2.143 -0.214
N 1.163 -0.924 -0.338
C 1.972 0.120 -0.358
H 4.963 -1.442 -0.070
H 3.398 -3.388 -0.019
H 0.949 -2.955 -0.199
H 1.501 1.089 -0.454
C -1.295 5.130 -2.538
Si -0.196 4.521 -1.108
C -0.507 5.451 0.525
C 1.656 4.577 -1.560
C -0.622 2.728 -0.780
C -0.917 1.580 -0.558
H -1.105 6.176 -2.759
H -2.349 5.029 -2.297
H -1.111 4.563 -3.446
H -0.308 6.514 0.423
H 0.141 5.067 1.308
H -1.532 5.334 0.861
H 1.979 5.590 -1.777
H 1.877 3.969 -2.433
H 2.267 4.211 -0.739
*
```


# 3
ORCA calculation (the ωB97M-V functional and the def2-TZVPD basis) on a structure of composition C17H16Cl5InN4OS.

The value obtained for the frontier orbital gap is 7.306 eV. The molecular weight is 616.492 g mol⁻¹. The value obtained for the lowest unoccupied orbital energy is -0.93 eV. The HOMO energy is -0.3028 hartree.

Structure (ORCA input):
```
! RIJCOSX wB97M-V def2-TZVPD def2/J DEFGRID3
* xyz 0 1
In 3.144 -15.958 -4.608
N 3.254 -20.249 -2.723
C 3.099 -19.063 -3.320
S 4.348 -17.896 -3.194
N 1.928 -18.954 -3.952
N 1.677 -17.835 -4.600
C 0.693 -17.763 -5.469
C 0.571 -16.633 -6.330
C -0.211 -16.650 -7.501
C -0.473 -15.484 -8.164
C 0.013 -14.275 -7.665
C 0.865 -14.322 -6.583
N 1.220 -15.472 -5.992
H 4.113 -20.420 -2.198
H 2.450 -20.894 -2.730
H -0.023 -18.589 -5.533
H -0.657 -17.574 -7.875
H -1.075 -15.521 -9.100
H -0.219 -13.314 -8.128
H 1.290 -13.458 -6.124
C 0.311 -13.812 -2.679
C 1.676 -14.337 -2.253
C 2.389 -13.286 -1.425
C 1.598 -15.659 -1.498
O 2.545 -14.487 -3.388
H -0.339 -13.609 -1.834
H -0.243 -14.433 -3.365
H 0.371 -12.802 -3.128
H 1.835 -13.079 -0.516
H 2.491 -12.384 -2.011
H 3.418 -13.642 -1.190
H 1.036 -15.548 -0.558
H 2.565 -16.053 -1.242
H 1.057 -16.428 -2.045
Cl 4.325 -18.325 -6.729
C 4.641 -16.723 -7.268
C 4.436 -15.661 -6.394
C 4.865 -14.341 -6.798
Cl 4.713 -13.124 -5.631
C 5.421 -14.111 -8.078
Cl 5.958 -12.501 -8.550
C 5.614 -15.218 -8.951
Cl 6.350 -14.970 -10.497
C 5.160 -16.521 -8.606
Cl 5.275 -17.867 -9.650
*
```


# 4
ORCA calculation (the ωB97M-V functional and the def2-TZVPD basis) on a structure of composition C17H16ClMgN3O9P2.

The value obtained for the frontier orbital gap (spin up / spin down) is 5.217 / 1.786 eV. The molecular weight is 528.033 g mol⁻¹. The value obtained for the lowest unoccupied orbital energy (spin up / spin down) is 4.33 / 2.98 eV. The HOMO energy (spin up / spin down) is -0.0325 / 0.0440 hartree.

Structure (ORCA input):
```
! RIJCOSX wB97M-V def2-TZVPD def2/J DEFGRID3
* xyz -2 1
Mg 9.739 9.644 10.147
O 9.486 13.215 11.277
P 10.564 12.683 10.241
O 11.698 13.638 10.155
O 10.848 11.214 10.547
O 9.675 12.604 8.808
P 8.397 11.561 8.536
O 9.391 10.229 7.999
O 7.514 12.011 7.420
O 8.056 11.058 9.911
H 8.848 12.545 11.504
H 9.967 10.533 7.277
Cl 12.960 12.130 7.019
C 13.306 10.451 6.842
C 13.207 9.801 5.631
C 13.540 8.466 5.459
C 14.121 7.798 6.571
C 14.269 8.440 7.789
C 13.791 9.760 8.018
C 13.739 10.294 9.296
H 12.800 10.403 4.819
H 13.430 8.011 4.475
H 14.371 6.711 6.525
H 14.726 7.899 8.611
H 13.356 11.305 9.504
H 13.973 9.699 10.190
N 4.735 8.101 13.958
C 5.339 8.058 12.962
C 6.074 7.914 11.766
C 5.517 7.398 10.583
C 6.348 7.109 9.508
C 7.682 7.464 9.629
N 8.111 8.265 10.635
C 7.421 8.354 11.760
H 4.418 7.264 10.550
H 5.968 6.640 8.595
H 8.470 7.180 8.898
H 7.846 8.863 12.612
O 10.678 8.211 11.822
C 10.897 7.286 11.021
C 11.552 5.949 11.357
C 11.375 5.176 10.110
C 10.877 6.200 9.076
O 10.725 5.955 7.877
N 10.660 7.441 9.641
H 11.014 5.590 12.238
H 12.589 6.138 11.608
H 10.634 4.371 10.138
H 12.281 4.795 9.698
*
```


In order of appearance, calculated total energy = -26357.6133; -110667.2946; -104518.0505; -77342.7762 eV.